Entry 1:
# C27H56BO17P3

A 3-piece molecular cluster, C27H56BO17P3 overall in a non-equilibrium geometry (wB97M-V/def2-TZVPD, the OMol25 dataset).

Calculated values
total charge: 0
orbital gap: 6.855 eV
SMILES string: COB(O)O[P@@](=O)(OCOc1cc(C)ccc1C(C)C)OOC[C@@H](C)O.CCOP(=O)(OCC)OCC.CCOP(=O)(OCC)OCC

Cartesian coordinates (Å):
C  -1.61  2.42  4.59
O  -2.29  3.64  4.17
B  -3.68  3.44  3.90
O  -4.61  4.35  4.54
O  -4.27  2.38  3.11
P  -3.40  2.06  1.68
O  -2.50  3.23  1.22
O  -2.55  0.61  1.94
C  -1.64  0.32  0.85
O  -0.50  -0.38  1.48
C  0.18  -1.13  0.48
C  1.38  -0.55  -0.34
C  2.11  -1.36  -1.47
C  3.33  -0.74  -2.33
C  1.66  -2.81  -1.81
C  0.49  -3.45  -0.97
C  -0.23  -2.62  0.15
C  -1.43  -3.23  1.03
C  -0.77  -4.19  2.17
C  -2.46  -4.10  0.16
O  -4.60  1.88  0.43
O  -4.62  3.10  -0.21
C  -5.86  3.80  0.08
C  -5.68  5.42  0.14
C  -6.52  6.09  1.33
O  -4.29  5.82  0.33
H  -0.74  2.75  5.28
H  -2.30  1.65  5.06
H  -1.08  2.00  3.64
H  -5.43  4.42  4.00
H  -1.19  1.24  0.34
H  -2.12  -0.44  0.14
H  1.73  0.52  -0.11
H  4.20  -1.49  -2.40
H  2.99  -0.53  -3.41
H  3.65  0.26  -1.88
H  2.19  -3.37  -2.66
H  0.15  -4.52  -1.17
H  -2.02  -2.37  1.53
H  -1.55  -4.81  2.74
H  -0.02  -4.87  1.60
H  -0.13  -3.56  2.90
H  -2.05  -5.11  -0.16
H  -2.82  -3.48  -0.74
H  -3.40  -4.29  0.81
H  -6.63  3.62  -0.77
H  -6.38  3.48  1.04
H  -6.05  5.93  -0.83
H  -6.41  5.44  2.27
H  -6.12  7.14  1.62
H  -7.63  6.22  1.12
H  -4.22  6.00  1.30
C  1.76  -9.08  -4.03
C  1.70  -7.60  -3.74
O  1.78  -6.83  -4.93
P  0.47  -6.78  -5.95
O  -0.47  -6.04  -4.99
O  0.92  -5.46  -6.84
C  0.12  -4.29  -6.87
C  0.56  -3.30  -5.81
O  1.41  -7.68  -7.07
C  0.92  -8.94  -7.51
C  -0.58  -8.96  -7.75
H  0.84  -9.42  -4.53
H  1.86  -9.66  -3.10
H  2.60  -9.32  -4.68
H  0.79  -7.35  -3.18
H  2.56  -7.32  -3.12
H  -0.94  -4.54  -6.78
H  0.25  -3.83  -7.86
H  0.62  -3.76  -4.82
H  -0.13  -2.46  -5.75
H  1.56  -2.92  -6.03
H  1.20  -9.71  -6.78
H  1.44  -9.18  -8.44
H  -1.13  -8.80  -6.82
H  -0.88  -9.92  -8.16
H  -0.87  -8.17  -8.45
C  6.20  5.11  5.22
C  5.59  4.37  4.05
O  4.18  4.33  4.13
P  3.31  5.71  3.83
O  3.67  5.82  2.34
O  1.82  5.00  3.61
C  1.13  5.12  2.38
C  1.44  3.95  1.46
O  2.89  5.72  5.49
C  3.25  6.86  6.27
C  3.06  8.17  5.55
H  5.97  6.18  5.16
H  7.29  5.00  5.23
H  5.80  4.74  6.17
H  5.90  4.82  3.10
H  5.94  3.33  4.05
H  1.34  6.08  1.90
H  0.06  5.12  2.60
H  2.52  3.80  1.35
H  1.01  4.11  0.47
H  1.04  3.03  1.88
H  4.29  6.75  6.61
H  2.62  6.84  7.16
H  3.73  8.26  4.69
H  3.27  9.01  6.22
H  2.04  8.27  5.17

Entry 2:
# C27H56F3NO19

A 8-piece molecular cluster, C27H56F3NO19 overall in a non-equilibrium geometry (wB97M-V/def2-TZVPD, the OMol25 dataset).

Calculated values
total charge: 0
energy relative to the best compared isomer or geometry (same formula, charge and spin): 0.798 eV
orbital gap: 8.323 eV

Cartesian coordinates (Å):
N  -0.46  -1.30  -1.71
H  0.43  -1.80  -1.34
H  -0.75  -1.67  -2.68
H  -0.30  -0.30  -1.88
H  -1.00  -1.39  -1.02
O  -1.45  1.49  -0.84
H  -1.07  1.62  0.09
C  -3.64  -0.06  1.53
C  -4.15  1.40  1.32
O  -3.94  2.08  2.59
C  -3.72  1.23  3.41
O  -3.66  1.42  4.70
O  -3.68  -0.08  2.90
F  -5.43  1.43  1.05
H  -2.59  -0.02  1.07
H  -4.30  -0.84  0.87
H  -3.61  1.96  0.48
C  1.71  3.43  -2.30
C  1.06  4.16  -1.26
O  1.08  5.46  -1.79
C  1.78  5.50  -2.90
O  1.90  6.55  -3.51
O  2.20  4.29  -3.26
F  1.77  4.12  -0.03
H  1.22  2.66  -2.78
H  2.47  2.90  -1.88
H  0.11  3.86  -1.20
C  -3.01  4.16  -1.80
C  -3.60  2.92  -2.56
O  -3.67  3.38  -3.92
C  -2.82  4.38  -4.15
O  -2.48  4.82  -5.17
O  -2.37  4.83  -2.95
F  -4.95  2.88  -2.17
H  -2.08  4.03  -1.03
H  -3.68  4.84  -1.62
H  -3.08  2.01  -2.41
C  1.28  -5.25  -6.21
O  0.14  -5.07  -5.35
C  0.38  -5.09  -3.99
C  -0.97  -5.38  -3.34
O  -1.65  -4.25  -3.46
C  -3.02  -4.39  -3.13
C  -3.73  -3.01  -3.29
O  -3.19  -2.04  -2.47
C  -3.84  -0.80  -2.49
H  1.72  -6.26  -6.11
H  2.04  -4.52  -5.88
H  1.01  -5.07  -7.27
H  0.92  -4.24  -3.70
H  1.10  -5.85  -3.87
H  -1.02  -5.67  -2.24
H  -1.28  -6.24  -4.00
H  -3.43  -4.86  -2.12
H  -3.44  -5.06  -3.78
H  -4.74  -3.12  -3.07
H  -3.63  -2.82  -4.31
H  -4.95  -0.86  -2.36
H  -3.47  -0.41  -3.33
H  -3.38  -0.18  -1.78
C  -0.22  -1.03  2.42
O  -0.39  -2.01  1.42
C  -1.16  -3.21  1.89
C  -1.33  -4.16  0.71
O  -0.28  -4.27  -0.01
C  0.95  -4.74  0.55
C  1.80  -5.16  -0.66
O  2.30  -4.14  -1.39
C  3.19  -4.48  -2.21
H  0.69  -1.00  2.98
H  -0.85  -0.93  3.23
H  -0.21  -0.08  1.83
H  -2.41  -2.97  2.08
H  -0.84  -3.58  2.91
H  -2.23  -3.92  0.31
H  -1.58  -5.02  1.16
H  0.84  -5.64  1.16
H  1.49  -3.98  1.11
H  1.12  -5.78  -1.39
H  2.52  -5.80  -0.29
H  3.11  -5.40  -2.85
H  4.19  -4.70  -1.75
H  3.61  -3.83  -3.08
C  7.58  4.40  5.78
O  6.26  3.81  5.85
C  5.34  4.58  6.66
C  3.94  4.11  6.70
O  3.57  3.95  5.54
C  2.18  3.84  5.27
C  1.98  3.74  3.74
O  0.84  3.03  3.62
C  0.18  2.88  2.39
H  7.52  5.40  5.06
H  8.21  3.66  5.55
H  8.06  4.54  6.73
H  5.48  5.58  6.31
H  5.73  4.75  7.72
H  3.36  4.77  7.44
H  3.94  3.11  7.35
H  1.47  4.63  5.50
H  1.93  2.83  5.59
H  2.73  3.10  3.20
H  2.05  4.66  3.20
H  -0.84  2.53  2.57
H  0.77  2.31  1.96
H  0.27  3.74  1.84

Entry 3:
# C27H56I2NO10P

C27H56I2NO10P as an isolated structure in a non-equilibrium geometry (wB97M-V/def2-TZVPD, the OMol25 dataset).

Calculated values
total charge: 0
orbital gap: 7.712 eV

Cartesian coordinates (Å):
C  0.44  -1.07  1.70
C  1.64  -0.52  2.40
I  2.00  1.51  1.91
C  2.40  -1.19  3.24
I  4.07  -0.34  4.23
C  2.12  -2.56  3.55
C  2.09  -3.65  2.79
P  2.44  -3.80  1.02
N  3.35  -5.03  0.81
O  3.19  -2.49  0.56
O  1.13  -3.91  0.14
C  1.71  -4.78  3.70
O  1.41  -5.87  3.30
O  1.77  -4.38  4.98
C  1.82  -2.98  4.95
O  1.59  -2.30  5.91
H  -0.32  -0.30  1.67
H  0.02  -1.95  2.16
H  0.69  -1.26  0.66
H  3.52  -5.50  1.69
H  2.75  -2.06  -0.18
H  0.80  -4.81  0.25
C  2.95  6.04  -1.85
C  2.55  4.78  -1.11
O  1.54  4.99  -0.14
C  0.30  5.47  -0.62
C  -0.36  4.53  -1.61
H  3.24  6.83  -1.15
H  3.79  5.84  -2.52
H  2.13  6.43  -2.47
H  3.41  4.40  -0.56
H  2.25  4.00  -1.81
H  0.41  6.48  -1.04
H  -0.34  5.57  0.26
H  0.22  4.44  -2.53
H  -1.36  4.89  -1.88
H  -0.46  3.53  -1.18
C  -1.86  1.13  -5.69
C  -0.81  1.51  -4.66
O  -1.17  1.18  -3.33
C  -1.39  -0.19  -3.06
C  -0.18  -1.07  -3.30
H  -2.83  1.57  -5.43
H  -1.56  1.49  -6.68
H  -1.99  0.05  -5.76
H  -0.67  2.59  -4.68
H  0.16  1.07  -4.91
H  -2.26  -0.55  -3.62
H  -1.66  -0.23  -2.00
H  0.09  -1.10  -4.36
H  -0.38  -2.09  -2.98
H  0.68  -0.69  -2.75
C  -0.90  0.25  9.55
C  -2.29  -0.35  9.46
O  -2.81  -0.40  8.14
C  -2.07  -1.16  7.21
C  -1.95  -2.63  7.57
H  -0.88  1.24  9.09
H  -0.59  0.34  10.59
H  -0.16  -0.37  9.03
H  -2.99  0.26  10.03
H  -2.31  -1.35  9.91
H  -1.08  -0.72  7.05
H  -2.61  -1.07  6.26
H  -1.36  -2.77  8.48
H  -1.45  -3.17  6.77
H  -2.93  -3.07  7.74
C  1.89  4.74  -6.31
C  2.01  3.38  -6.98
O  0.86  2.99  -7.69
C  0.47  3.84  -8.76
C  1.52  3.96  -9.85
H  1.00  4.77  -5.67
H  2.77  4.94  -5.70
H  1.80  5.55  -7.04
H  2.16  2.62  -6.21
H  2.89  3.34  -7.63
H  0.18  4.82  -8.38
H  -0.43  3.38  -9.18
H  2.42  4.47  -9.50
H  1.12  4.54  -10.69
H  1.81  2.98  -10.22
C  -2.08  -5.91  2.82
C  -2.21  -4.40  2.83
O  -1.81  -3.78  1.61
C  -2.53  -4.15  0.45
C  -4.01  -3.82  0.52
H  -1.06  -6.19  2.55
H  -2.30  -6.31  3.81
H  -2.76  -6.38  2.11
H  -1.55  -3.98  3.59
H  -3.23  -4.09  3.09
H  -2.38  -5.21  0.23
H  -2.07  -3.59  -0.36
H  -4.52  -4.40  1.29
H  -4.49  -4.04  -0.43
H  -4.16  -2.77  0.76

> Which formula does entry 3 have?

C27H56I2NO10P

> Which of these has the lowest orbital gap?

C27H56BO17P3